Model w:
37
Properties=species:S:1:pos:R:3:mulliken_charge:R:1 method="wB97M-V/def2-TZVPD" lumo_ha=0.104 e_homo_ev=-7.1 total_charge=-1 homo_lumo_gap_ha=0.3659
N -0.16316 0.04273 0.02605 1.258
O -0.57916 1.02873 -0.61895 -0.853
O 0.08884 0.23773 1.23405 -0.745
O -0.54716 -1.08827 -0.28595 -0.818
O -2.85216 -1.20027 -2.13995 -0.684
H -3.13016 -0.31427 -2.38395 0.286
H -2.17916 -1.07527 -1.48395 0.416
O -0.22516 -0.14127 -3.42995 -0.601
H -0.46816 0.77473 -3.45995 0.226
H -0.89716 -0.53927 -3.98295 0.285
O -0.30816 2.75373 -2.61695 -0.642
H -0.40016 2.43073 -1.73195 0.509
H -0.81616 3.57973 -2.69195 0.278
O 0.40284 -1.70827 3.07305 -0.806
H 0.11684 -1.06127 2.44205 0.501
H 0.65184 -2.46127 2.51405 0.323
O 2.92084 -0.61227 3.02705 -0.672
H 2.97284 0.07973 3.68605 0.307
H 2.02184 -0.91827 3.07905 0.364
O -1.02016 3.04873 1.09205 -0.667
H -0.64816 2.35573 0.54905 0.468
H -0.72716 3.88473 0.80305 0.268
O -0.65116 1.46273 3.84905 -0.691
H -1.40916 0.88073 3.91405 0.304
H -0.55416 1.72273 2.91005 0.326
O 2.20484 0.73173 -2.27495 -0.663
H 2.51784 0.32573 -1.47895 0.523
H 1.32484 0.36473 -2.31095 0.207
O 0.43184 -2.68927 -2.44895 -0.699
H -0.02416 -3.23427 -1.81695 0.314
H 0.28984 -1.84127 -2.07795 0.435
O -2.66216 -1.51327 1.39605 -0.600
H -3.06116 -2.37227 1.55605 0.271
H -1.91916 -1.57327 0.76605 0.349
O 3.05984 -0.28727 0.07705 -0.680
H 3.57984 -1.04827 0.35805 0.305
H 2.65784 -0.02627 0.88305 0.296

Model x:
37
Properties=species:S:1:pos:R:3:mulliken_charge:R:1 method="wB97M-V/def2-TZVPD" lumo_ha=0.085 e_homo_ev=-6.9 total_charge=-1 homo_lumo_gap_ha=0.3400
N 0.08438 0.22900 0.42835 1.157
O 0.23538 -1.02100 0.45235 -0.686
O -0.41162 0.64000 1.47535 -0.548
O 0.89538 0.93200 -0.19465 -0.632
O -0.57062 -0.05200 -2.68865 -0.526
H -0.29162 -0.91100 -2.26865 0.255
H -0.00962 -0.01200 -3.36165 0.256
O -2.10862 1.58900 -1.84665 -0.685
H -1.65162 2.37700 -1.64165 0.317
H -1.40962 0.93400 -1.91465 0.391
O 2.91538 0.43400 -2.09865 -0.758
H 2.12838 0.41800 -1.59065 0.472
H 3.68138 0.00200 -1.65265 0.290
O 0.30738 -2.54300 -1.81565 -0.617
H 1.01238 -2.89000 -2.21365 0.235
H 0.48038 -2.71500 -0.81765 0.276
O 0.53338 1.93100 3.75835 -0.609
H 0.10838 1.11200 3.32935 0.305
H 0.75738 1.30000 4.54635 0.322
O -0.74162 -1.65100 2.94735 -0.684
H -0.43862 -1.34600 2.10235 0.336
H -1.69962 -1.72100 2.90235 0.323
O 2.06938 2.77400 -2.59565 -0.649
H 2.84938 3.39200 -2.37165 0.281
H 2.19338 1.89400 -2.60665 0.363
O 2.62338 -2.23200 1.62435 -0.637
H 2.68138 -3.02800 1.13435 0.268
H 2.13238 -1.45800 1.34435 0.351
O -2.74162 -2.30700 -0.89865 -0.631
H -2.34462 -1.66100 -0.27365 0.346
H -2.05462 -2.66300 -1.29765 0.342
O -2.97062 -0.46900 1.45335 -0.656
H -3.36062 0.15200 0.93635 0.318
H -2.20362 -0.18800 1.61835 0.137
O -0.92462 3.21200 1.11735 -0.644
H -1.46162 3.03800 1.82035 0.275
H -0.29362 2.50800 1.15835 0.343

Of the structures shown above, model x is the least stable.